Entry from OMol25: a molecular structure, C25H48InP4S at a distorted geometry (the ωB97M-V functional and the def2-TZVPD basis).

The value obtained for the LUMO energy is -10.39 eV. Its net charge is +3. The calculation puts the HOMO energy at -15.6 eV. As for the relative energy (zero: lowest compared OMol25 entry of this formula, charge and spin): 19.8 kcal per mole.

Positions of all 79 atoms, in Å:
In  0.47  -0.42  -0.04
P  -2.90  0.00  1.39
P  1.46  -2.15  1.88
P  -0.90  -2.60  -1.01
H  1.28  4.27  -2.18
C  1.02  3.58  -2.99
C  -0.26  3.32  -3.28
H  -1.06  3.87  -2.77
C  -3.04  1.64  2.07
C  -3.06  -1.26  2.65
C  -4.09  -0.20  0.08
C  3.12  -2.64  1.30
C  1.82  -1.58  3.58
C  0.67  -3.77  2.23
C  -1.82  -2.18  -2.53
C  -2.07  -3.71  -0.15
C  0.35  -3.76  -1.66
H  1.86  3.07  -3.50
H  -0.56  2.71  -4.13
H  -2.56  2.39  1.43
H  -2.58  1.69  3.07
H  -4.10  1.88  2.17
H  -2.39  -1.02  3.48
H  -2.78  -2.24  2.24
H  -4.10  -1.29  3.01
H  -3.84  0.45  -0.77
H  -5.08  0.11  0.47
H  -4.16  -1.24  -0.26
H  3.58  -3.33  2.03
H  3.76  -1.76  1.18
H  3.05  -3.14  0.32
H  2.39  -2.35  4.12
H  0.88  -1.40  4.12
H  2.39  -0.64  3.57
H  1.27  -4.31  2.98
H  0.60  -4.39  1.33
H  -0.33  -3.61  2.63
H  -2.15  -3.12  -3.00
H  -1.18  -1.62  -3.22
H  -2.70  -1.57  -2.28
H  -2.32  -4.54  -0.83
H  -2.99  -3.18  0.12
H  -1.62  -4.13  0.76
H  -0.18  -4.52  -2.26
H  0.89  -4.26  -0.85
H  1.08  -3.24  -2.30
C  2.21  -0.78  -2.92
C  2.94  -1.80  -3.56
C  2.59  -2.23  -4.83
C  1.51  -1.61  -5.50
C  0.79  -0.59  -4.87
C  1.15  -0.15  -3.60
S  2.67  -0.36  -1.31
H  -1.58  -0.20  0.87
H  3.77  -2.25  -3.01
H  3.14  -3.04  -5.30
H  1.24  -1.94  -6.50
H  -0.07  -0.14  -5.38
H  0.61  0.65  -3.11
C  2.71  1.98  1.68
P  0.89  1.73  1.67
C  0.47  1.60  3.45
C  0.31  3.45  1.32
C  -0.53  3.71  0.23
C  -1.01  5.00  0.01
C  -0.63  6.05  0.86
C  0.22  5.79  1.94
C  0.69  4.50  2.17
H  3.22  1.02  1.77
H  2.99  2.63  2.52
H  3.01  2.45  0.74
H  -0.19  2.42  3.75
H  1.38  1.63  4.06
H  -0.05  0.65  3.63
H  -0.79  2.90  -0.47
H  -1.67  5.20  -0.83
H  -1.01  7.06  0.68
H  0.52  6.60  2.61
H  1.35  4.30  3.02



Entry from OMol25: a molecular structure, C25H48N2O6RuSSi3 (the ωB97M-V functional and the def2-TZVPD basis).

The value obtained for the LUMO energy (spin up / spin down) is -5.88 / -6.62 eV. Its multiplicity is 5. Its net charge is +2. The calculation puts the HOMO energy (spin up / spin down) at -12.6 / -13.1 eV. As for the relative energy (zero: lowest compared OMol25 entry of this formula, charge and spin): 13.5 kcal per mole.

Positions of all 86 atoms, in Å:
Ru  0.41  0.13  0.00
C  0.61  4.40  1.85
N  -0.63  3.91  1.25
C  -1.47  4.92  0.61
C  -0.87  2.61  1.18
O  -0.13  1.75  1.71
C  -2.10  2.14  0.41
O  -2.01  0.72  0.24
C  -3.17  -0.01  0.52
C  -3.27  -0.38  1.99
O  -2.14  -0.33  2.62
N  -4.40  -0.77  2.51
C  -4.50  -1.44  3.82
C  -5.66  -0.70  1.74
H  0.40  4.91  2.79
H  1.07  5.10  1.16
H  1.28  3.57  2.03
H  -1.50  5.80  1.25
H  -2.49  4.58  0.47
H  -1.04  5.20  -0.36
H  -2.12  2.60  -0.58
H  -3.01  2.40  0.96
H  -3.12  -0.94  -0.06
H  -4.07  0.52  0.20
H  -3.53  -1.80  4.14
H  -5.16  -2.30  3.69
H  -4.93  -0.77  4.56
H  -5.62  -1.37  0.88
H  -5.85  0.32  1.41
H  -6.47  -1.00  2.39
C  0.40  -2.40  -2.91
O  0.78  -1.84  -1.65
Si  2.39  -1.83  -1.16
C  3.07  -3.56  -1.08
C  3.41  -0.83  -2.35
C  2.18  -1.02  0.54
Si  1.24  -2.00  1.67
C  0.26  -3.48  1.14
C  1.19  -1.73  3.50
C  -1.98  0.16  3.99
Si  3.62  0.06  1.19
C  3.23  0.74  2.90
C  5.12  -1.05  1.27
C  3.97  1.54  0.11
H  0.85  -3.39  -3.04
H  0.71  -1.75  -3.73
H  -0.68  -2.50  -2.94
H  3.26  -3.93  -2.09
H  2.40  -4.27  -0.59
H  4.02  -3.58  -0.55
H  3.34  -1.29  -3.34
H  4.46  -0.83  -2.07
H  3.06  0.20  -2.42
H  0.87  -4.39  1.24
H  -0.03  -3.39  0.09
H  -0.62  -3.63  1.77
H  2.14  -2.02  3.96
H  0.41  -2.36  3.95
H  1.02  -0.69  3.75
H  -1.15  0.86  3.93
H  -1.73  -0.67  4.65
H  -2.88  0.67  4.31
H  3.31  -0.01  3.69
H  2.24  1.20  2.95
H  3.97  1.52  3.12
H  4.95  -1.90  1.95
H  5.98  -0.50  1.65
H  5.39  -1.46  0.30
H  3.10  2.17  -0.05
H  4.37  1.28  -0.86
H  4.73  2.14  0.62
O  -1.29  -0.22  -7.83
C  -1.64  -0.66  -6.61
O  -2.39  -1.59  -6.49
C  -1.06  0.04  -5.42
C  -1.79  -0.02  -4.24
C  -1.28  0.54  -3.08
C  -0.02  1.14  -3.07
S  0.65  1.83  -1.59
C  0.70  1.22  -4.26
C  0.18  0.67  -5.43
H  -0.81  0.62  -7.78
H  -2.75  -0.52  -4.25
H  -1.86  0.51  -2.16
H  1.67  1.70  -4.27
H  0.77  0.71  -6.34



Entry from OMol25: a molecular structure, C25H48O3P2SV at a distorted geometry (the ωB97M-V functional and the def2-TZVPD basis).

The value obtained for the LUMO energy (spin up / spin down) is -4.17 / -3.55 eV. Its multiplicity is 3. Its net charge is +1. The calculation puts the HOMO energy (spin up / spin down) at -11.4 / -11.4 eV. As for the relative energy (zero: lowest compared OMol25 entry of this formula, charge and spin): 0.0 kcal per mole.

Positions of all 80 atoms, in Å:
V  0.07  0.07  0.06
C  1.56  1.65  -0.08
C  0.31  2.31  0.24
C  0.82  0.80  1.93
C  1.90  0.78  0.99
C  -0.15  1.77  1.50
C  2.52  2.14  -1.16
H  2.03  2.53  -2.09
H  3.26  1.40  -1.51
H  3.13  3.01  -0.79
C  3.24  0.18  1.25
H  3.95  0.29  0.41
H  3.19  -0.89  1.50
H  3.73  0.67  2.12
C  0.83  0.16  3.29
H  1.20  0.86  4.08
H  1.49  -0.73  3.35
H  -0.16  -0.19  3.67
C  -1.06  2.44  2.51
H  -0.47  3.22  3.05
H  -1.42  1.76  3.32
H  -1.97  2.97  2.14
C  0.09  3.70  -0.24
H  0.90  4.34  0.20
H  -0.85  4.16  0.10
H  0.19  3.84  -1.33
C  -2.47  0.68  -2.80
C  -1.66  1.87  -2.92
C  -2.23  3.12  -3.48
C  -3.18  3.85  -2.49
C  -3.42  3.10  -1.19
C  -4.20  2.01  -1.13
C  -4.85  1.41  -2.35
C  -3.86  0.65  -3.28
H  -2.76  2.93  -4.43
H  -4.15  3.96  -3.00
H  -1.38  3.78  -3.75
H  -3.95  1.04  -4.30
H  -2.12  -0.21  -2.30
H  -0.65  1.93  -2.56
H  -4.17  -0.42  -3.33
H  -5.69  0.77  -2.04
H  -4.56  1.63  -0.16
H  -5.31  2.22  -2.95
H  -2.85  4.88  -2.30
H  -3.10  3.61  -0.25
P  1.18  -1.27  -1.84
C  2.92  -1.65  -1.46
H  3.27  -2.33  -2.25
H  3.07  -2.18  -0.50
H  3.56  -0.76  -1.48
C  0.55  -2.89  -2.30
H  1.29  -3.36  -2.98
H  -0.41  -2.84  -2.83
H  0.44  -3.57  -1.44
C  1.49  -0.55  -3.47
H  0.58  -0.46  -4.08
H  2.18  -1.22  -4.01
H  1.97  0.44  -3.43
P  -1.97  -1.22  0.93
C  -2.88  -0.40  2.27
H  -3.87  -0.88  2.34
H  -3.03  0.69  2.21
H  -2.38  -0.58  3.25
C  -3.09  -2.23  -0.09
H  -3.94  -1.67  -0.49
H  -3.50  -3.05  0.53
H  -2.57  -2.73  -0.94
C  -1.63  -2.61  2.04
H  -2.59  -2.90  2.52
H  -0.94  -2.34  2.85
H  -1.26  -3.49  1.51
C  0.77  -4.56  2.64
S  1.49  -3.23  1.19
O  2.58  -3.04  2.16
O  1.80  -4.04  -0.02
O  0.93  -1.79  1.01
H  1.65  -5.16  2.78
H  -0.09  -5.14  2.32
H  0.60  -3.94  3.50



Entry from OMol25: a molecular structure, C25H49CeCl3N5O3Si at a distorted geometry (the ωB97M-V functional and the def2-TZVPD basis).

The value obtained for the LUMO energy (spin up / spin down) is 0.30 / 0.30 eV. Its multiplicity is 2. The calculation puts the HOMO energy (spin up / spin down) at -7.8 / -8.5 eV. As for the relative energy (zero: lowest compared OMol25 entry of this formula, charge and spin): 5.2 kcal per mole.

Positions of all 87 atoms, in Å:
C  3.96  3.43  0.67
C  4.18  3.49  -0.81
H  4.87  3.09  1.18
H  3.13  2.74  0.90
H  3.72  4.43  1.07
C  5.38  3.79  -1.35
C  6.65  3.99  -0.60
H  5.47  3.98  -2.43
H  6.84  3.16  0.10
H  6.72  4.93  -0.04
H  7.48  4.02  -1.32
Ce  -2.06  0.15  1.52
Cl  -4.45  1.13  1.50
Cl  -1.31  2.49  0.56
C  -2.87  0.11  -1.41
O  -2.42  -0.75  -0.58
N  -2.97  -0.15  -2.71
C  -2.50  -1.43  -3.24
C  -3.25  0.92  -3.67
H  -3.16  1.10  -1.05
H  -2.80  -2.22  -2.55
H  -1.41  -1.43  -3.35
H  -2.95  -1.58  -4.22
H  -3.92  1.65  -3.19
H  -3.72  0.49  -4.57
H  -2.33  1.45  -3.97
H  1.50  -2.14  4.91
H  2.17  -0.87  2.14
C  1.56  -2.99  4.22
C  2.20  -1.97  2.04
N  1.17  -2.60  2.87
H  0.88  -3.77  4.56
C  -0.13  -2.45  2.60
O  -0.60  -1.83  1.61
H  2.08  -2.25  0.99
H  -0.80  -2.86  3.37
H  2.59  -3.34  4.21
H  3.17  -2.33  2.41
O  2.31  2.06  -1.25
C  2.95  3.25  -1.69
C  4.14  2.40  -3.80
C  3.24  3.29  -3.18
H  4.64  1.64  -3.20
C  4.39  2.52  -5.17
H  2.26  4.07  -1.45
C  2.68  4.33  -3.92
H  5.06  1.80  -5.65
C  3.83  3.57  -5.90
C  2.97  4.47  -5.27
H  2.02  5.02  -3.39
H  4.05  3.68  -6.96
H  2.52  5.30  -5.82
Si  1.58  0.72  -1.98
Cl  -0.23  0.55  3.46
C  2.80  -0.49  -2.73
C  0.39  1.36  -3.26
C  0.77  -0.12  -0.52
H  3.22  -0.10  -3.67
H  2.28  -1.42  -2.97
H  3.62  -0.73  -2.04
H  1.45  -0.16  0.34
H  0.41  -1.14  -0.74
H  -0.09  0.52  -0.24
H  0.92  2.03  -3.96
H  -0.36  1.95  -2.73
H  -0.10  0.58  -3.86
C  -3.98  -4.70  1.99
N  -4.50  -4.00  3.14
C  -5.76  -4.57  3.63
C  -4.20  -2.66  3.29
N  -3.53  -1.96  2.39
N  -4.59  -2.06  4.45
C  -4.75  -2.79  5.70
C  -4.30  -0.65  4.62
H  -4.00  -5.77  2.19
H  -2.94  -4.39  1.83
H  -4.57  -4.49  1.09
H  -5.56  -5.41  4.31
H  -6.38  -3.83  4.16
H  -6.34  -4.96  2.78
H  -3.34  -2.56  1.58
H  -3.93  -2.54  6.39
H  -5.70  -2.50  6.17
H  -4.73  -3.86  5.54
H  -3.22  -0.46  4.70
H  -4.67  -0.08  3.75
H  -4.80  -0.30  5.52



Entry from OMol25: a molecular structure, C25H49Cl3CrN5O3Si at a distorted geometry (the ωB97M-V functional and the def2-TZVPD basis).

The value obtained for the LUMO energy (spin up / spin down) is 2.30 / 2.29 eV. Its multiplicity is 5. Its net charge is -1. The calculation puts the HOMO energy (spin up / spin down) at -3.2 / -3.7 eV.

Positions of all 87 atoms, in Å:
C  -1.76  -2.23  -4.18
C  -1.14  -3.00  -3.05
H  -1.39  -2.56  -5.16
H  -1.53  -1.16  -4.06
H  -2.86  -2.34  -4.17
C  -0.51  -4.17  -3.20
C  -0.35  -4.87  -4.51
H  -0.05  -4.66  -2.33
H  -0.08  -4.17  -5.31
H  -1.28  -5.39  -4.81
H  0.44  -5.63  -4.42
Cr  0.11  0.92  -0.26
Cl  -2.23  1.00  -0.21
Cl  1.22  3.16  -1.21
H  1.08  4.90  3.63
H  -0.89  6.08  2.78
C  1.18  4.30  2.72
C  -0.79  5.55  1.83
N  -0.11  4.28  2.04
H  1.46  3.27  2.97
C  -0.43  3.20  1.32
O  0.28  2.16  1.35
H  -1.78  5.37  1.40
H  -1.34  3.24  0.71
H  1.95  4.76  2.08
H  -0.23  6.20  1.14
H  1.87  -0.82  -3.77
H  2.22  -3.29  -2.52
C  2.81  -0.59  -3.24
C  3.13  -2.78  -2.16
N  2.88  -1.35  -2.00
H  2.88  0.49  -3.03
C  2.49  -0.85  -0.82
O  2.05  0.32  -0.67
H  3.44  -3.21  -1.20
H  2.59  -1.55  0.03
H  3.65  -0.91  -3.86
H  3.92  -2.91  -2.91
O  -0.11  -1.42  -1.75
C  -1.14  -2.26  -1.71
C  0.16  -3.52  0.09
C  -1.08  -3.09  -0.41
H  1.05  -3.31  -0.50
C  0.22  -4.21  1.30
H  -2.12  -1.75  -1.71
C  -2.24  -3.33  0.33
H  1.19  -4.56  1.65
C  -0.94  -4.46  2.03
C  -2.17  -3.99  1.56
H  -3.19  -2.99  -0.09
H  -0.89  -5.01  2.97
H  -3.08  -4.16  2.13
Si  -0.04  3.05  -3.07
Cl  -0.20  0.91  -2.65
C  1.52  3.58  -4.04
C  -1.41  4.05  -2.22
C  -1.06  2.85  -4.73
H  2.27  2.78  -4.03
H  1.98  4.49  -3.62
H  1.28  3.80  -5.09
H  -0.42  2.41  -5.51
H  -1.38  3.83  -5.09
H  -1.94  2.22  -4.60
H  -2.05  3.40  -1.60
H  -2.04  4.54  -2.98
H  -1.02  4.85  -1.57
C  -2.51  -0.58  2.85
N  -1.25  -0.09  3.39
C  -1.36  0.97  4.39
C  -0.09  -0.24  2.67
N  -0.09  -0.47  1.36
N  1.07  -0.07  3.33
C  1.16  -0.24  4.77
C  2.32  -0.24  2.61
H  -3.31  -0.26  3.52
H  -2.50  -1.68  2.81
H  -2.69  -0.17  1.85
H  -1.07  0.59  5.39
H  -0.73  1.84  4.12
H  -2.40  1.29  4.44
H  -0.85  -1.12  1.10
H  2.18  -0.58  5.00
H  1.00  0.70  5.30
H  0.45  -0.99  5.13
H  2.39  -1.25  2.18
H  2.39  0.50  1.80
H  3.14  -0.09  3.31



Across the entries above, E_tot takes the values -2934.18057, -2903.44726, -3231.66678, -3626.97034, -4196.16988 hartree, respectively.